{
  "formula": "C30H30F16N3ORhSSbSe",
  "method": "ωB97M-V/def2-TZVPD",
  "gap_ev": [7.801, 6.413],
  "multiplicity": 6,
  "symbols": ["Rh", "C", "N", "C", "C", "N", "C", "C", "F", "C", "F", "C", "F", "C", "F", "C", "F", "C", "C", "N", "C", "C", "F", "C", "F", "C", "F", "C", "F", "C", "F", "H", "H", "H", "H", "H", "H", "H", "H", "H", "H", "H", "F", "Sb", "F", "F", "F", "F", "F", "C", "C", "C", "C", "C", "C", "Se", "C", "C", "C", "H", "H", "H", "H", "H", "H", "H", "H", "H", "H", "H", "O", "S", "C", "C", "C", "C", "H", "H", "H", "H", "H", "H", "H", "H"],
  "positions_angstrom": [[-0.877425, 0.082707, -0.275451], [1.668136, 1.301345, -2.114699], [1.284044, 1.000073, -0.739922], [2.032445, -0.157443, -0.228308], [1.593810, -1.447601, -0.926258], [0.143934, -1.456012, -1.069333], [-0.398615, -2.432673, -1.903304], [-0.612037, -2.222974, -3.265994], [-0.188108, -1.087829, -3.839180], [-1.284142, -3.135443, -4.060653], [-1.489955, -2.881479, -5.354119], [-1.750286, -4.314513, -3.506871], [-2.396702, -5.202075, -4.262139], [-1.540316, -4.566263, -2.162206], [-1.994222, -5.698560, -1.620543], [-0.873470, -3.636701, -1.385912], [-0.722522, -3.892455, -0.080178], [1.377510, 2.191095, 0.113290], [0.105196, 3.030592, -0.026489], [-1.075792, 2.269018, 0.363752], [-1.797849, 2.604066, 1.444065], [-3.137066, 2.126207, 1.524166], [-3.695146, 1.576364, 0.454839], [-3.907027, 2.285148, 2.647731], [-5.159080, 1.828691, 2.680521], [-3.391036, 2.950837, 3.754391], [-4.131904, 3.093545, 4.841542], [-2.106550, 3.473116, 3.713538], [-1.620524, 4.096994, 4.776040], [-1.334073, 3.317641, 2.585254], [-0.089729, 3.775783, 2.636656], [2.735568, 1.554105, -2.173137], [1.095494, 2.146624, -2.490377], [1.463916, 0.447558, -2.755892], [1.840020, -0.239399, 0.837736], [3.113854, -0.017030, -0.358297], [1.936098, -2.287894, -0.309900], [2.081217, -1.555344, -1.904541], [2.242211, 2.808452, -0.160522], [1.499290, 1.887615, 1.150049], [-0.039447, 3.267418, -1.085434], [0.209719, 3.969602, 0.509159], [-0.059672, 0.293183, 2.268091], [0.899581, 0.172626, 3.949236], [2.237257, -0.798772, 3.036584], [1.803223, 0.106401, 5.586778], [-0.001716, -1.449689, 4.315204], [-0.559566, 1.130346, 4.690368], [1.757469, 1.784340, 3.467858], [-4.458363, 2.099724, -7.391475], [-4.115324, 1.533362, -6.044150], [-4.790843, 0.427920, -5.537253], [-4.473985, -0.123230, -4.307359], [-5.241864, -1.327659, -3.835402], [-3.430287, 0.458736, -3.544829], [-2.996258, -0.370084, -1.922220], [-2.745906, 1.589928, -4.039597], [-1.630120, 2.253603, -3.288986], [-3.102815, 2.098701, -5.277476], [-5.396828, 1.693607, -7.765470], [-3.675775, 1.861783, -8.114977], [-4.543521, 3.186033, -7.348475], [-5.587566, -0.018320, -6.121371], [-6.017058, -1.583580, -4.555829], [-5.711508, -1.146157, -2.868322], [-4.587145, -2.192094, -3.714031], [-1.758837, 2.162951, -2.213288], [-1.575482, 3.310776, -3.552776], [-0.679353, 1.786761, -3.553308], [-2.576520, 2.969556, -5.654051], [-2.533506, -0.806003, 1.005749], [-2.114268, -1.909909, 1.980279], [-2.938566, -1.429767, 3.530379], [-4.274140, -2.178494, 3.627677], [-4.635316, -2.665613, 2.224797], [-3.329544, -3.202277, 1.656839], [-3.050953, -0.351402, 3.418664], [-2.254087, -1.619286, 4.353041], [-5.046472, -1.539560, 4.054762], [-4.157945, -3.039194, 4.289186], [-4.985040, -1.837757, 1.605323], [-5.411199, -3.430914, 2.242311], [-3.319793, -3.386287, 0.583482], [-2.987861, -4.099001, 2.180439]],
  "forces_ev_per_a": [[-0.11, 0.01, -0.08], [0.00, 0.03, -0.02], [-0.03, 0.11, 0.03], [0.04, -0.06, -0.07], [0.01, 0.06, -0.06], [0.05, -0.04, 0.11], [0.02, 0.01, 0.05], [0.03, -0.01, -0.05], [0.02, 0.00, 0.04], [0.02, 0.01, 0.01], [0.00, 0.00, 0.02], [-0.01, -0.01, -0.01], [0.00, 0.01, 0.00], [-0.01, -0.01, 0.01], [0.00, 0.01, 0.00], [-0.05, 0.00, 0.03], [0.02, -0.03, -0.05], [-0.06, -0.03, -0.04], [0.00, -0.03, -0.01], [0.00, 0.11, -0.09], [0.08, -0.06, 0.06], [0.00, -0.03, -0.02], [0.02, 0.07, 0.04], [-0.03, 0.00, -0.01], [0.01, 0.00, 0.00], [-0.01, -0.01, 0.03], [0.02, 0.00, -0.03], [0.01, 0.01, -0.03], [0.01, 0.00, 0.01], [-0.01, 0.00, -0.01], [-0.02, -0.01, 0.01], [0.00, -0.03, 0.00], [0.04, 0.01, 0.02], [-0.02, -0.01, -0.02], [-0.03, -0.01, 0.05], [0.00, -0.01, 0.01], [0.00, -0.02, -0.03], [-0.02, 0.04, -0.01], [0.01, 0.00, 0.01], [0.00, -0.02, 0.04], [-0.02, 0.02, 0.01], [0.02, 0.00, 0.00], [0.01, -0.08, 0.00], [-0.04, -0.04, -0.02], [0.00, 0.02, 0.01], [0.00, 0.00, 0.00], [0.00, 0.02, 0.00], [0.02, 0.01, 0.00], [-0.01, 0.02, -0.02], [0.00, 0.00, 0.01], [-0.02, -0.02, 0.00], [0.01, 0.01, -0.02], [0.01, 0.00, 0.00], [0.00, 0.01, 0.00], [-0.01, -0.15, -0.07], [0.09, 0.08, 0.09], [0.00, 0.03, -0.02], [-0.02, 0.02, -0.01], [-0.01, 0.03, 0.04], [0.00, 0.00, 0.00], [0.00, 0.00, 0.00], [0.00, 0.00, -0.01], [0.00, 0.00, 0.00], [0.00, 0.00, 0.00], [0.01, -0.01, 0.00], [0.00, 0.00, 0.00], [0.00, 0.01, 0.03], [0.02, -0.02, -0.02], [-0.04, -0.04, 0.02], [-0.01, 0.00, 0.00], [0.02, 0.02, -0.03], [0.00, 0.01, 0.07], [-0.01, -0.03, -0.01], [0.00, 0.01, -0.01], [0.01, 0.00, 0.02], [-0.02, 0.00, 0.00], [0.01, 0.01, 0.02], [0.00, 0.01, -0.01], [0.00, 0.00, -0.01], [-0.01, 0.01, 0.01], [0.00, 0.00, 0.00], [0.00, 0.00, -0.01], [-0.01, 0.00, 0.01], [0.00, 0.00, -0.01]]
}

***

{
  "formula": "C24H81N17O15",
  "method": "ωB97M-V/def2-TZVPD",
  "gap_ev": 9.886,
  "symbols": ["C", "O", "N", "N", "H", "H", "H", "H", "C", "O", "N", "N", "H", "H", "H", "H", "C", "O", "N", "N", "H", "H", "H", "H", "C", "O", "N", "N", "H", "H", "H", "H", "C", "O", "N", "N", "H", "H", "H", "H", "C", "O", "N", "N", "H", "H", "H", "H", "C", "O", "N", "N", "H", "H", "H", "H", "C", "C", "C", "O", "C", "N", "H", "H", "H", "H", "H", "H", "H", "H", "H", "H", "H", "C", "C", "C", "O", "C", "N", "H", "H", "H", "H", "H", "H", "H", "H", "H", "H", "H", "C", "C", "C", "O", "C", "N", "H", "H", "H", "H", "H", "H", "H", "H", "H", "H", "H", "C", "O", "H", "H", "H", "H", "C", "O", "H", "H", "H", "H", "C", "O", "H", "H", "H", "H", "C", "O", "H", "H", "H", "H", "C", "O", "H", "H", "H", "H"],
  "positions_angstrom": [[-3.002061, -3.683037, 4.371821], [-1.965522, -3.792674, 5.025926], [-3.932000, -4.686530, 4.431891], [-3.216338, -2.686148, 3.494744], [-3.685283, -5.312300, 5.157709], [-4.888006, -4.381164, 4.280229], [-4.049113, -2.587101, 2.903652], [-2.618089, -1.848844, 3.480723], [-0.467970, 3.689369, -4.537014], [-1.353405, 3.242418, -5.261864], [0.738193, 3.206766, -4.611140], [-0.700098, 4.550321, -3.541073], [1.436997, 3.220149, -3.920007], [0.851483, 2.396274, -5.259040], [-1.648188, 4.851131, -3.561101], [0.071240, 5.167370, -3.274080], [1.323856, -3.871783, 3.479928], [2.452493, -4.162526, 3.078001], [0.790685, -2.626933, 3.847088], [0.405553, -4.885828, 3.564981], [1.387316, -1.922590, 4.206910], [-0.166161, -2.569787, 4.259550], [0.810398, -5.861630, 3.629644], [-0.352362, -4.699739, 4.196100], [4.287106, 2.337818, -3.194495], [3.314732, 2.286952, -2.468988], [4.515125, 3.522652, -3.861848], [5.119673, 1.291418, -3.381149], [4.024884, 4.348342, -3.527944], [5.438238, 3.611686, -4.277192], [4.903004, 0.398990, -2.905146], [6.020070, 1.382385, -3.813007], [3.282328, -0.845852, 2.264016], [3.048324, 0.287417, 2.036119], [3.050216, -1.850443, 1.342568], [3.936089, -1.218956, 3.465555], [2.782792, -2.695310, 1.776108], [2.307433, -1.519434, 0.700409], [3.938713, -2.129568, 3.847201], [4.045056, -0.366112, 4.051403], [1.206727, -3.288109, -3.405532], [1.005698, -4.497789, -3.466222], [0.843583, -2.306166, -4.284794], [1.931693, -2.646593, -2.364681], [0.730933, -1.402852, -3.786522], [0.185454, -2.662956, -4.992379], [2.095887, -3.250499, -1.554386], [1.572513, -1.738918, -1.962500], [2.432955, 5.119603, -1.240617], [2.113525, 5.340525, -2.415224], [3.229096, 5.965969, -0.531465], [2.117048, 3.963524, -0.501479], [3.384715, 5.907558, 0.427116], [3.532791, 6.774181, -0.993601], [1.596973, 3.226320, -0.964576], [2.596587, 3.694812, 0.347785], [0.140637, 0.554961, 4.789645], [-0.995885, 1.141474, 4.014362], [-0.487949, 2.461105, 3.387383], [-1.386845, 2.790368, 2.308595], [-1.052863, 3.929699, 1.606954], [-1.478925, 0.115440, 3.064821], [0.309302, 1.261785, 5.603146], [1.075813, 0.375309, 4.181925], [-0.126000, -0.404614, 5.183595], [-1.810270, 1.400397, 4.648348], [0.500619, 2.261077, 2.919926], [-0.387598, 3.162888, 4.225157], [-1.002564, 4.853263, 2.191613], [-1.854675, 4.118466, 0.855641], [-0.124981, 3.821997, 1.051540], [-2.002658, 0.557094, 2.325943], [-0.678678, -0.336632, 2.642857], [-5.131439, -1.939768, -0.126971], [-4.645626, -1.017473, 1.029072], [-4.739329, 0.465117, 0.595509], [-4.108045, 1.233317, 1.660885], [-4.050190, 2.582647, 1.303141], [-5.280853, -1.287165, 2.298921], [-4.936784, -2.997415, 0.009418], [-4.610274, -1.708195, -1.056992], [-6.194324, -1.820265, -0.236146], [-3.604014, -1.365330, 1.093082], [-5.825522, 0.730952, 0.612629], [-4.331045, 0.680798, -0.391709], [-4.994318, 2.951946, 0.949701], [-3.351262, 2.803864, 0.450140], [-3.778258, 3.091862, 2.220288], [-6.268102, -0.990465, 2.157691], [-4.791849, -0.687089, 2.994739], [-0.585678, 1.473055, -1.090776], [0.283263, 0.477957, -0.410948], [-0.540984, -0.808549, -0.160537], [0.225506, -1.785158, 0.500525], [-0.230103, -3.164276, 0.405510], [1.467993, 0.220409, -1.274669], [-1.417001, 1.801389, -0.475145], [-1.046313, 1.120617, -2.036920], [-0.010654, 2.351162, -1.492380], [0.536386, 0.761337, 0.620458], [-0.960974, -1.181385, -1.109005], [-1.387377, -0.499208, 0.493920], [-1.165570, -3.270560, 0.946576], [0.509169, -3.771068, 0.960811], [-0.397246, -3.512798, -0.621982], [1.567609, 0.943373, -1.967058], [2.347182, 0.316650, -0.711558], [-4.899857, 1.559458, -3.600660], [-3.663589, 2.235200, -3.350068], [-4.909935, 0.715692, -2.909799], [-5.664148, 2.292935, -3.359769], [-5.055917, 1.188983, -4.647061], [-3.426647, 2.749069, -4.090248], [5.453678, 2.840859, 1.965616], [4.068462, 2.908691, 2.221387], [5.896260, 3.747851, 2.298617], [5.942853, 2.027451, 2.572532], [5.723104, 2.769937, 0.898922], [3.728170, 2.020319, 2.063502], [-0.340178, -0.008374, -6.135097], [-0.736883, 0.453797, -4.855633], [0.758583, -0.117082, -6.149122], [-0.792929, -1.011304, -6.277024], [-0.538936, 0.687054, -6.876238], [-1.284415, 1.229318, -5.008389], [-1.726832, -6.277436, 0.285945], [-2.257963, -5.328088, 1.134321], [-0.770992, -6.623072, 0.676890], [-2.387317, -7.108614, 0.052444], [-1.579658, -5.737107, -0.618717], [-2.236985, -5.629455, 2.023883], [5.374276, -2.371862, -1.657991], [4.772967, -1.722680, -2.752407], [6.423889, -2.054599, -1.694053], [4.986488, -2.149255, -0.668025], [5.319617, -3.484057, -1.736749], [3.820791, -1.853776, -2.756787]],
  "forces_ev_per_a": [[0.59, 0.17, -0.74], [0.65, 0.23, 0.34], [-0.51, 1.01, -0.92], [-0.04, 0.78, -0.34], [-0.42, -0.63, 0.71], [0.17, -0.60, 0.23], [0.15, -0.45, 0.63], [-0.01, -0.61, 0.27], [-1.19, -0.88, 0.36], [-1.34, -0.02, -0.64], [2.74, -2.64, -2.55], [0.35, 1.08, 0.61], [0.72, 0.61, 1.21], [-0.32, 1.27, 0.87], [-0.35, 0.71, 0.28], [-0.54, -0.24, 0.20], [-0.63, -0.78, 0.56], [-0.02, 1.61, 0.25], [-0.69, -1.03, -0.17], [0.37, -1.58, 0.26], [0.84, 0.40, -0.08], [1.07, -0.64, -0.55], [-0.58, 2.00, -0.29], [-0.59, -0.11, 0.21], [-0.04, 1.07, -0.09], [-1.23, -0.79, 0.63], [1.26, -0.58, -0.49], [0.04, -0.71, 0.29], [0.14, -0.39, -0.04], [-0.52, 0.45, 0.06], [0.20, 0.66, -0.49], [-0.05, 0.01, -0.12], [1.64, -4.51, 1.22], [-0.77, 4.02, -0.74], [-0.54, 1.90, -0.44], [-0.73, 2.95, -1.01], [-0.04, -1.52, 0.51], [0.55, -0.48, 0.45], [-0.04, -0.90, 0.19], [-0.03, -1.50, -0.35], [0.49, 0.13, 1.43], [0.31, 1.45, -0.31], [-0.83, -0.57, -0.30], [-0.15, -0.31, 1.58], [-0.34, -0.68, -1.35], [0.33, 0.97, 0.66], [-0.06, -0.09, -0.61], [0.34, -0.70, -0.91], [0.20, -1.93, 0.98], [-0.05, -0.32, 0.86], [-0.42, -0.23, -1.27], [-0.67, 1.19, -1.11], [0.13, -0.38, 1.54], [0.30, 1.07, -0.58], [0.47, 0.40, 0.00], [0.20, 0.28, -0.17], [0.91, 0.26, 0.15], [0.60, -0.41, -1.79], [-0.09, -1.50, -1.31], [0.15, -0.25, 1.82], [-0.52, 1.14, -1.33], [0.17, 0.30, 0.45], [0.64, -0.32, 0.20], [-0.92, 0.61, 0.42], [-0.34, -0.47, 0.56], [-0.76, 0.08, 0.73], [-0.20, 0.30, 0.37], [-0.21, 0.54, -0.55], [0.10, -0.13, 0.42], [0.56, -0.24, 0.46], [0.35, -0.06, -0.04], [-0.33, 0.17, -0.23], [0.23, -0.14, -0.20], [-0.01, 0.48, 0.51], [1.20, -0.80, -2.09], [-0.42, -0.50, 2.00], [-0.36, -0.97, -1.60], [0.65, 0.56, -0.32], [-0.73, 0.78, -0.17], [0.08, -0.14, 0.60], [-0.17, 0.38, -0.01], [-0.64, 0.04, -0.43], [0.16, 0.79, 0.38], [0.52, -0.03, -0.30], [0.31, 0.01, 0.03], [-0.94, 0.13, -0.03], [-0.24, -0.41, 0.88], [0.24, 0.40, -0.24], [0.84, -0.19, 0.83], [-1.03, -0.29, -0.52], [-0.55, 1.37, -1.53], [0.24, -1.47, -0.04], [-0.52, 0.33, -0.13], [0.42, -0.70, -0.43], [0.04, 0.89, 0.79], [0.79, -0.37, 1.67], [0.01, 0.28, 0.20], [0.24, -0.42, 0.49], [-0.53, -0.48, 0.82], [0.46, 0.50, -0.30], [0.16, -0.05, 0.07], [0.13, -0.25, -0.40], [-0.20, 0.02, 0.04], [-0.24, 0.25, -0.61], [0.38, 0.22, 0.05], [0.00, 0.25, -0.29], [-1.03, -0.22, -0.65], [0.40, 0.43, -0.22], [-0.33, -1.40, 1.03], [-0.29, 0.02, -0.12], [-0.67, -0.35, 0.00], [0.41, 0.32, 0.79], [0.65, 0.97, -1.52], [0.55, -0.89, 0.32], [0.02, 0.18, -0.39], [0.31, 0.93, 0.42], [-0.40, 0.50, -0.78], [-0.28, -0.38, 0.21], [-0.36, -0.31, 0.14], [1.11, -1.85, 1.77], [0.07, -0.13, 0.05], [-0.26, -0.25, 0.09], [0.19, 0.63, -0.53], [-0.94, 1.16, -1.65], [-0.14, 0.49, 0.24], [0.56, -0.38, -0.23], [-1.11, 1.16, 0.11], [0.17, -0.32, -0.25], [-0.18, -0.28, 0.23], [0.47, 0.10, -1.02], [-0.04, -0.35, 1.17], [0.68, -0.98, -0.06], [0.16, 0.71, -0.06], [-0.15, -0.31, 0.17], [-0.38, 0.50, 0.04], [0.14, 0.63, -0.21], [-0.51, -0.44, 0.13]]
}